[1]
CHCl3NO | wB97M-V/def2-TZVPD

```
! wB97M-V def2-TZVPD RIJCOSX def2/J DEFGRID3
* xyz -1 1
C 0.7647 -0.0965 -0.2780
N -1.4927 0.4371 -0.2684
O -1.3967 1.0052 0.8516
Cl 1.2948 1.0524 0.9834
Cl 0.5873 -1.7073 0.4476
Cl 1.9648 -0.1954 -1.5059
H -1.7223 -0.4955 -0.2303
*
```

Output
Energy above the lowest of the compared OMol25 structures with the same formula, charge and spin (kcal/mol): 46.3
E (Eh): -1549.17835
Kohn-Sham gap (eV): 6.546
LUMO level (eV): 3.6321

---

[2]
C24H42I2NO11 | wB97M-V/def2-TZVPD

```
! wB97M-V def2-TZVPD RIJCOSX def2/J DEFGRID3
* xyz 1 1
C 2.8351 -3.2303 -4.1143
C 1.6279 -2.4295 -4.8937
I 0.6622 -3.5793 -6.4929
C 0.4729 -1.8080 -3.8715
I -0.3184 -0.0184 -4.9271
N -0.5978 -2.8016 -3.4818
C -1.9932 -2.7160 -3.5684
C -2.7820 -4.1014 -3.0608
C -3.9639 -4.3122 -4.1761
C -5.4104 -3.4289 -3.6117
C -6.7681 -3.5527 -4.6732
O -6.6259 -4.3125 -3.2156
C -1.5300 -5.1235 -3.4921
C -1.6370 -6.7077 -3.0938
C -1.0200 -7.5607 -4.3915
O 0.2986 -7.4272 -4.6953
C -0.3347 -4.1868 -2.8760
H 2.5228 -4.3823 -4.1308
H 2.9345 -2.9222 -2.9805
H 3.8504 -3.1553 -4.7053
H 2.1509 -1.4982 -5.4272
H 1.0107 -1.3993 -2.8970
H -2.6171 -1.8032 -3.9523
H -3.0649 -4.0594 -1.9125
H -3.6186 -3.7619 -5.1529
H -4.3078 -5.4202 -4.3303
H -5.2174 -2.3307 -3.0328
H -7.8850 -3.6381 -4.4022
H -6.8123 -2.3591 -4.6052
H -1.3775 -5.1337 -4.6673
H -2.7151 -7.0958 -2.8584
H -0.8651 -6.9046 -2.2060
H -1.6719 -8.2519 -5.0878
H -0.6704 -4.0633 -1.7369
H 0.7652 -4.5807 -2.8224
C -3.4620 1.8964 -3.0399
C -2.4743 1.1914 -2.1264
O -1.9459 2.0927 -1.1457
C -2.7747 2.3908 -0.1135
O -3.9069 1.9570 0.0478
O -2.1413 3.2751 0.6952
C -2.9487 3.7536 1.7687
H -3.0068 2.7864 -3.4860
H -3.7954 1.2282 -3.8386
H -4.3442 2.2356 -2.4876
H -1.6246 0.8372 -2.7194
H -2.9206 0.3131 -1.6456
H -3.3691 2.9272 2.3511
H -3.7453 4.3941 1.3769
H -2.3159 4.3527 2.4289
C 2.6053 6.9065 5.7483
C 2.5366 7.3636 4.3015
O 2.8967 6.3026 3.4082
C 1.9490 5.3516 3.2121
O 0.8356 5.3309 3.7181
O 2.4591 4.4120 2.3789
C 1.5964 3.2955 2.1736
H 3.5892 6.4817 5.9718
H 2.4150 7.7418 6.4276
H 1.8687 6.1234 5.9546
H 3.2617 8.1688 4.1432
H 1.5484 7.7651 4.0484
H 0.6041 3.6142 1.8380
H 1.5224 2.7094 3.0951
H 2.0361 2.6647 1.3964
C 4.5199 -0.9694 6.3407
C 4.2017 0.1297 7.3397
O 4.9236 1.3290 7.0334
C 4.4421 2.0562 5.9940
O 3.4606 1.7815 5.3178
O 5.2535 3.1273 5.8158
C 4.9170 3.9216 4.6805
H 5.6007 -1.1314 6.2774
H 4.0353 -1.9063 6.6286
H 4.1805 -0.7042 5.3343
H 4.5237 -0.1861 8.3375
H 3.1252 0.3285 7.3961
H 3.8668 4.2304 4.7064
H 5.1336 3.3667 3.7621
H 5.5401 4.8197 4.6974
*
```

Output
E (Eh): -2416.74764
Kohn-Sham gap (eV): 6.395
LUMO level (eV): -4.8714

---

Q: What is the E in the first record?
A: -1549.17835 Eh

---

Q: What is the formula in the first record?
A: CHCl3NO

---

Q: Look up the LUMO level of the first one.
A: 3.6321 eV

---

Q: Which value of Kohn-Sham gap does entry 2 give?
A: 6.395 eV